No. 1
DFT (wB97M-V/def2-TZVPD) results for a molecular structure, C2H5FN4.

Energy relative to the best compared isomer or geometry (same formula, charge and spin), kcal/mol: 28.8
Net charge: 0
HOMO-LUMO gap, eV: 9.8176
HOMO, eV: -10.3224

Each line ends with the Löwdin charge.
Geometry (Å):
1 C -0.30108 -0.67161 -0.26436  -0.330
2 C -1.21773 0.14840 0.66069  -0.022
3 N 0.73365 -1.36190 0.49296  0.102
4 N 1.83146 -0.87081 0.22065  0.045
5 N 0.53700 0.10972 -1.18886  0.029
6 N 1.75735 0.25187 -0.65015  -0.031
7 F 1.75018 1.48100 0.42475  -0.217
8 H -0.86650 -1.27857 -0.79868  0.092
9 H -0.78835 0.96431 1.23988  0.084
10 H -1.61318 -0.41983 1.37944  0.030
11 H -1.93317 0.76293 0.14885  0.078
12 H 0.11037 0.88448 -1.66516  0.142

No. 2
DFT (wB97M-V/def2-TZVPD) results for a molecular structure, C20H46HfOP4S.

Energy relative to the best compared isomer or geometry (same formula, charge and spin), kcal/mol: 101.0
Net charge: +4
HOMO-LUMO gap (spin up / spin down), eV: 4.4568 / 4.4575
HOMO (spin up / spin down), eV: -19.4946 / -19.4949

Each line ends with the Löwdin charge.
Geometry (Å):
1 Hf 0.21825 -0.00611 -0.21726  1.388
2 P -2.23509 -0.71752 -0.63620  0.718
3 P 0.71222 -0.05708 2.45406  0.746
4 P 0.34763 -3.57611 -0.58305  0.816
5 H 3.44374 -0.57820 -1.92854  0.168
6 C 2.38180 -0.70080 -1.62521  -0.267
7 C 1.91195 -1.47205 -2.84660  -0.346
8 H 2.16266 -0.85861 -3.72848  0.063
9 C -3.18387 0.72427 -1.23155  -0.231
10 C -3.10824 -1.15518 0.92155  -0.204
11 C -2.74494 -2.02157 -1.77836  -0.238
12 C 2.33774 0.60250 2.99596  -0.228
13 C -0.43322 1.00249 3.40618  -0.236
14 C 0.59636 -1.63228 3.38118  -0.221
15 C 0.71432 -5.22379 -1.35907  -0.243
16 C -0.96165 -4.25688 0.57324  -0.269
17 C 1.87272 -3.59095 0.46911  -0.270
18 H 2.60708 -1.34775 -0.76691  0.078
19 H 2.54509 -2.38794 -2.91059  0.081
20 H -2.59723 1.24203 -2.00148  0.039
21 H -3.38157 1.43384 -0.41648  0.042
22 H -4.13682 0.39637 -1.67276  0.087
23 H -2.72331 -0.54316 1.74904  0.029
24 H -2.94467 -2.20919 1.17950  0.046
25 H -4.18795 -0.97575 0.81964  0.090
26 H -2.33205 -1.81847 -2.76931  0.030
27 H -3.83629 -2.09418 -1.83942  0.091
28 H -2.35849 -2.99095 -1.46097  0.014
29 H 2.36455 0.67576 4.09414  0.089
30 H 2.49426 1.59492 2.54976  0.046
31 H 3.13423 -0.07104 2.65092  0.063
32 H -0.44354 0.69818 4.46004  0.088
33 H -1.44905 0.91301 3.00922  0.030
34 H -0.13077 2.05300 3.34171  0.041
35 H 0.60764 -1.41358 4.46171  0.088
36 H 1.44062 -2.28293 3.11136  0.045
37 H -0.34748 -2.13755 3.12487  0.048
38 H 0.55533 -6.01830 -0.61498  0.075
39 H 1.75908 -5.25398 -1.70054  0.060
40 H 0.04906 -5.41454 -2.21266  0.057
41 H -0.62893 -5.19543 1.05204  0.075
42 H -1.86729 -4.45556 -0.01783  0.050
43 H -1.21931 -3.52932 1.35080  0.003
44 H 2.44725 -4.50472 0.26768  0.068
45 H 1.61897 -3.55195 1.53050  0.026
46 H 2.52232 -2.74877 0.22945  -0.003
47 C 0.59505 1.13093 -1.96105  -0.100
48 C 1.96928 0.74894 -1.30044  -0.406
49 C 3.05078 1.82253 -1.39084  0.100
50 C 2.65417 3.06563 -1.74821  -0.004
51 C 1.41897 3.34842 -2.35946  0.068
52 C 0.49719 2.33157 -2.62656  -0.041
53 S 0.34580 -2.40524 -4.02347  0.690
54 H 1.17530 -3.38234 -3.96661  -0.205
55 H 1.92704 0.74481 -0.09018  0.108
56 H 4.01569 1.49620 -1.00349  0.162
57 H 3.35378 3.89252 -1.56619  0.161
58 H 1.21458 4.38412 -2.58180  0.150
59 H -0.35103 2.57616 -3.27586  0.146
60 C -2.32695 3.60297 1.69528  -0.134
61 P -0.95714 3.37831 0.55118  0.688
62 C -1.49817 4.27898 -0.90964  -0.133
63 C 0.43448 4.33882 1.19006  -0.121
64 O -0.54575 1.89008 0.35383  -0.538
65 H -2.43145 4.70349 1.76897  0.097
66 H -2.12612 3.18723 2.69266  0.063
67 H -3.27073 3.18909 1.30391  0.081
68 H -2.25702 4.98986 -0.53668  0.095
69 H -0.65328 4.85677 -1.31576  0.063
70 H -1.94027 3.65934 -1.70172  0.065
71 H 0.79712 3.90757 2.13287  0.065
72 H 1.24378 4.34923 0.44980  0.053
73 H 0.07178 5.36985 1.35402  0.103

No. 3
DFT (wB97M-V/def2-TZVPD) results for a molecular structure, C3H5NO2.

Energy relative to the best compared isomer or geometry (same formula, charge and spin), kcal/mol: 77.2
Net charge: 0
HOMO-LUMO gap, eV: 9.6317
HOMO, eV: -8.9878

Each line ends with the Löwdin charge.
Geometry (Å):
1 O 0.99065 2.07016 -0.07427  0.068
2 C 0.32989 0.96908 0.33334  -0.110
3 C -1.12226 -0.53537 -0.10108  -0.026
4 N -0.21442 -1.20461 0.77521  0.001
5 C 0.81480 -0.37008 0.12348  -0.542
6 O 1.67412 -0.75948 -0.64675  0.053
7 H 1.65289 1.86827 -0.75512  0.123
8 H -0.26147 1.19428 1.20730  0.134
9 H -1.99580 -0.05057 0.31874  0.076
10 H -1.25364 -0.98856 -1.09040  0.102
11 H -0.00412 -2.15575 0.48451  0.119

No. 4
DFT (wB97M-V/def2-TZVPD) results for C6H8O2 in the gas phase.

Energy relative to the best compared isomer or geometry (same formula, charge and spin), kcal/mol: 63.9
Net charge: 0
HOMO-LUMO gap, eV: 10.5133
SMILES: C[C@H]1C[C@]2(C1)OC2=O
HOMO, eV: -9.7603

Each line ends with the Löwdin charge.
Geometry (Å):
1 C 1.78870 -1.62501 -1.24287  -0.403
2 C -0.56033 -0.45929 -0.81434  -0.067
3 C 0.84589 0.00161 0.80960  -0.007
4 C -0.67839 0.18873 0.56185  -0.402
5 C 0.95552 -0.56277 -0.66971  -0.252
6 C -1.26206 1.53750 0.70374  -0.071
7 O 2.23370 -2.68210 -1.42732  0.183
8 O 1.90792 -0.37432 -1.74985  0.147
9 H -1.29794 -1.31091 -0.68448  0.141
10 H -0.82096 0.15639 -1.71404  0.138
11 H 1.32072 0.92433 1.01098  0.102
12 H 1.06548 -0.72804 1.54630  0.104
13 H -1.19439 -0.51123 1.20499  0.128
14 H -0.88533 2.38330 0.13053  0.088
15 H -1.12281 1.71979 1.80416  0.102
16 H -2.29571 1.34202 0.53047  0.070

No. 5
DFT (wB97M-V/def2-TZVPD) results for a molecular structure, C15H18BN12SSn.

Net charge: +2
HOMO-LUMO gap (spin up / spin down), eV: 8.2354 / 4.3201
Multiplicity: 2
HOMO (spin up / spin down), eV: -14.1809 / -14.1805

Each line ends with the Löwdin spin population.
Geometry (Å):
1 Sn -0.01662 0.31440 -0.48777  0.308
2 C -0.22615 -0.12785 3.93335  0.000
3 C -0.59880 -0.45706 2.64331  -0.001
4 N 0.10837 0.26348 1.76229  -0.002
5 N 0.94215 1.06681 2.47109  0.000
6 C 0.75102 0.84343 3.78039  0.000
7 B 1.91462 2.02236 1.71377  0.001
8 N 1.03598 2.97241 0.86404  0.005
9 C 0.85938 4.29752 0.97320  0.001
10 C -0.12884 4.69411 0.08911  0.001
11 C -0.53172 3.52649 -0.54056  0.003
12 N 0.17476 2.49515 -0.06005  0.056
13 N 2.77881 1.12422 0.79322  0.009
14 C 4.09212 0.86067 0.85343  0.001
15 C 4.39693 -0.11838 -0.07667  0.001
16 C 3.18621 -0.41857 -0.68182  0.005
17 N 2.21817 0.33370 -0.14476  0.091
18 N 2.83098 2.85042 2.58893  0.000
19 C 3.74019 3.75826 2.12138  0.000
20 C 4.35078 4.33885 3.19790  0.000
21 C 3.76221 3.70783 4.31804  0.000
22 N 2.87896 2.81138 3.93548  0.000
23 H -0.60711 -0.53315 4.85335  0.000
24 H -1.34948 -1.14985 2.30009  0.000
25 H 1.32975 1.38392 4.50835  0.000
26 H 1.42916 4.89035 1.66849  0.000
27 H -0.50563 5.68833 -0.07071  0.000
28 H -1.28234 3.37496 -1.30019  0.000
29 H 4.74259 1.36342 1.54903  0.001
30 H 5.36067 -0.55137 -0.27609  0.000
31 H 2.96766 -1.11759 -1.47378  0.001
32 H 3.88990 3.92551 1.06566  0.000
33 H 5.14060 5.06966 3.20570  0.000
34 H 3.97965 3.85289 5.36252  0.000
35 C -1.13375 -5.49089 0.04368  0.001
36 C -2.03232 -4.31944 0.04629  0.004
37 N -3.32117 -4.33639 0.01806  0.014
38 N -3.71438 -3.04585 -0.01797  0.017
39 C -2.69366 -2.19077 -0.01371  0.042
40 S -2.79653 -0.50257 -0.05959  0.401
41 N -1.59287 -2.99414 0.04496  0.013
42 N -0.28452 -2.53484 0.11655  0.022
43 H -1.74010 -6.39291 0.03378  0.000
44 H -0.49296 -5.50947 0.92659  0.000
45 H -0.49867 -5.49526 -0.84450  0.000
46 H -4.69784 -2.81314 -0.04522  0.002
47 H 0.29282 -3.05605 -0.53742  0.000
48 H 0.08188 -2.67969 1.05545  0.001

No. 6
DFT (wB97M-V/def2-TZVPD) results for 2 unconnected molecules or ions with the total composition C4H12O.

Energy relative to the best compared isomer or geometry (same formula, charge and spin), kcal/mol: 36.0
Net charge: 0
HOMO-LUMO gap, eV: 11.2332
SMILES: CC(C)C.O
HOMO, eV: -10.4974

Each line ends with the Löwdin charge.
Geometry (Å):
1 C 0.25710 0.74286 -1.14649  -0.083
2 C 1.28530 0.89261 0.07179  -0.396
3 C 0.40072 1.00021 1.36192  -0.112
4 C 2.06326 -0.54520 0.14217  -0.070
5 H 0.84681 0.53321 -2.06264  0.078
6 H -0.23355 -0.17990 -0.90188  0.060
7 H -0.39680 1.49324 -1.36523  0.028
8 H 1.84952 1.72541 -0.10840  0.078
9 H -0.19480 1.97593 1.38181  0.080
10 H 1.06674 1.37238 2.32953  0.124
11 H -0.16625 0.15693 1.42952  0.019
12 H 2.42321 -0.69745 -0.84376  0.036
13 H 2.92305 -0.18282 0.74120  0.074
14 H 1.48958 -1.44524 0.45678  0.086
15 H -4.43146 -1.45669 -0.59449  0.052
16 H -4.63850 -2.97570 -0.03676  0.058
17 O -4.54392 -2.40977 -0.85508  -0.111

No. 7
DFT (wB97M-V/def2-TZVPD) results for a molecular structure, C33H14BrF4N14STi.

Energy relative to the best compared isomer or geometry (same formula, charge and spin), kcal/mol: 15.8
Net charge: +1
HOMO-LUMO gap (spin up / spin down), eV: 5.4721 / 5.4716
HOMO (spin up / spin down), eV: -11.1221 / -11.1221

Each line ends with the Löwdin charge.
Geometry (Å):
1 Ti 0.27310 0.30927 -0.81221  0.521
2 N -3.89543 -0.57935 0.54667  0.109
3 C -2.66323 -0.10423 0.31841  -0.818
4 S -2.20689 0.20341 -1.32729  0.727
5 N -1.92153 0.13492 1.38600  0.022
6 N -0.70933 0.64672 1.03600  -0.152
7 C 0.02171 1.15337 1.96197  -0.042
8 C 1.30416 1.73902 1.57368  -0.257
9 C 2.15301 2.35654 2.47155  0.023
10 C 3.34842 2.88776 1.99849  -0.008
11 C 3.64043 2.79962 0.65005  -0.015
12 C 2.73821 2.16842 -0.19441  -0.083
13 N 1.60090 1.65040 0.26198  -0.029
14 H -4.52768 -0.75972 -0.21144  0.099
15 H -4.21995 -0.65271 1.49685  0.116
16 H -0.31283 1.15236 2.99461  0.147
17 H 1.89499 2.40023 3.52044  0.129
18 H 4.04702 3.35078 2.68083  0.127
19 H 4.56707 3.18008 0.24741  0.124
20 H 2.93529 2.04043 -1.25120  0.111
21 N 1.65552 -0.81698 0.15561  0.034
22 C 2.74005 -1.25572 0.23017  -0.126
23 C 4.00136 -1.73278 0.33563  -0.238
24 C 4.22319 -3.12899 0.17655  -0.212
25 N 4.32657 -4.26695 0.04666  0.152
26 C 5.02021 -0.77655 0.60137  -0.206
27 N 5.75910 0.07895 0.81920  0.158
28 F -0.00250 -6.75632 -2.95004  0.155
29 C -0.29295 -6.67529 -1.66345  -0.131
30 C -0.43945 -7.79751 -0.94481  -0.124
31 F -0.29200 -8.96220 -1.54074  0.164
32 C -0.75791 -7.79414 0.47983  0.001
33 C -0.90412 -6.45926 1.05263  -0.126
34 C -0.75468 -5.34362 0.32800  -0.129
35 F -0.90615 -4.15959 0.91443  0.136
36 C -0.43094 -5.35153 -1.08521  0.005
37 C -0.25236 -4.21281 -1.80861  -0.090
38 C -0.32278 -2.89589 -1.23946  -0.058
39 N -0.29004 -1.80121 -0.90391  0.065
40 C 0.08249 -4.15022 -3.20122  -0.160
41 N 0.35313 -3.97449 -4.30263  0.229
42 F -1.19687 -6.35461 2.33243  0.160
43 C -0.91031 -8.92820 1.20716  -0.099
44 C -1.22959 -8.93853 2.60919  -0.149
45 N -1.46987 -9.02220 3.72811  0.232
46 C -0.77359 -10.25264 0.66642  -0.147
47 N -0.65327 -11.33700 0.31091  0.236
48 Br 1.31000 0.02712 -2.96182  0.326
49 N -2.96632 10.26802 1.59680  0.183
50 C -2.59669 9.29682 1.11030  -0.168
51 C -2.13703 8.07409 0.50570  -0.213
52 C -2.36192 7.83744 -0.84692  0.003
53 C -1.92664 6.65635 -1.42184  0.011
54 C -1.25554 5.72975 -0.63876  -0.178
55 C -1.01487 5.95958 0.70695  0.002
56 C -1.46554 7.13395 1.28260  -0.003
57 N -0.80976 4.51157 -1.23363  0.004
58 C -0.28926 4.35103 -2.49707  -0.007
59 C 0.01558 3.03574 -2.62095  -0.129
60 N -0.32367 2.37919 -1.45197  -0.109
61 C -0.80373 3.30421 -0.64353  -0.138
62 H -2.88693 8.57040 -1.44270  0.131
63 H -2.12936 6.45176 -2.46363  0.123
64 H -0.45505 5.24787 1.29882  0.116
65 H -1.28385 7.33490 2.32892  0.129
66 H -0.17383 5.17428 -3.17791  0.135
67 H 0.42648 2.51555 -3.46527  0.055
68 H -1.22169 3.12938 0.33334  0.142

No. 8
DFT (wB97M-V/def2-TZVPD) results for C17H26N2 in the gas phase.

Energy relative to the best compared isomer or geometry (same formula, charge and spin), kcal/mol: 0.0
Net charge: 0
HOMO-LUMO gap, eV: 8.0137
SMILES: CCCCCCn1c2c(c(=N)c3c1CCC3)CCC2
HOMO, eV: -7.2714

Each line ends with the Löwdin charge.
Geometry (Å):
1 C 1.68296 3.63558 -1.16137  -0.110
2 C 3.01964 3.01821 -0.76670  -0.270
3 C 3.03730 1.49375 -0.88418  -0.227
4 C 2.10555 0.80755 0.11222  -0.218
5 C 2.23391 -0.71179 0.05074  -0.167
6 H 2.04867 -1.04253 -0.97220  0.104
7 H 3.25157 -1.00668 0.31607  0.119
8 C 1.26521 -1.42792 1.00256  -0.133
9 N -0.12066 -1.19400 0.66856  0.006
10 C -0.71661 -1.81991 -0.39458  -0.159
11 C -1.95239 -1.50546 -0.84991  -0.107
12 C -2.76318 -0.45001 -0.27391  -0.322
13 N -3.90949 -0.02208 -0.65854  0.123
14 H -4.26530 -0.50323 -1.48195  0.028
15 C -2.11827 0.11501 0.88632  -0.120
16 C -0.88498 -0.24792 1.30602  -0.167
17 C -0.48218 0.49271 2.55129  -0.114
18 H 0.26499 1.25692 2.32281  0.107
19 H -0.06816 -0.16664 3.31657  0.113
20 C -1.80207 1.13411 3.01558  -0.161
21 H -2.26032 0.50611 3.78041  0.110
22 H -1.64425 2.12309 3.44258  0.105
23 C -2.70510 1.17043 1.77378  -0.132
24 H -2.66659 2.13859 1.26883  0.118
25 H -3.74993 0.96260 1.99704  0.111
26 C -2.33089 -2.37709 -2.01544  -0.136
27 H -2.25003 -1.81315 -2.95033  0.119
28 H -3.35452 -2.74718 -1.93813  0.113
29 C -1.30048 -3.51466 -1.95582  -0.164
30 H -1.71992 -4.35378 -1.39912  0.112
31 H -1.01966 -3.87212 -2.94522  0.106
32 C -0.10065 -2.94057 -1.18521  -0.111
33 H 0.65476 -2.55468 -1.87554  0.113
34 H 0.37496 -3.69416 -0.55596  0.113
35 H 1.44065 -1.08075 2.02163  0.118
36 H 1.46163 -2.50382 0.97166  0.119
37 H 1.07332 1.08484 -0.10561  0.107
38 H 2.34908 1.15066 1.12098  0.117
39 H 2.75388 1.20851 -1.89994  0.115
40 H 4.05789 1.14039 -0.71415  0.111
41 H 3.26280 3.30299 0.25979  0.105
42 H 3.80045 3.42449 -1.41403  0.102
43 H 1.74929 4.72094 -1.14009  0.068
44 H 0.89222 3.33300 -0.47999  0.062
45 H 1.40489 3.32965 -2.16752  0.075